# 1
C36H29N9OPt as an isolated structure, computed with ωB97M-V/def2-TZVPD.

Values from the calculation:
E_LUMO: -5.870 eV
Kohn-Sham gap: 5.939 eV
total charge: +2
relative energy (zero: lowest compared OMol25 entry of this formula, charge and spin): 0.00 kJ/mol
E_tot: -56498.9965 eV

Element x y z (Å)
Pt 0.329 -0.655 -0.368
C -1.105 -0.922 2.231
N 0.046 -0.178 1.656
C -0.084 1.294 1.866
C -1.313 1.846 1.215
N -1.830 1.418 0.102
C -2.941 2.228 -0.115
C -3.874 2.208 -1.152
C -4.885 3.143 -1.116
C -4.980 4.084 -0.076
C -4.070 4.116 0.960
C -3.054 3.166 0.915
N -1.995 2.893 1.766
C -1.975 -1.399 1.121
N -1.482 -1.620 -0.081
C -2.472 -2.324 -0.784
C -2.471 -2.972 -2.018
C -3.625 -3.624 -2.402
C -4.765 -3.657 -1.585
C -4.762 -3.073 -0.337
C -3.592 -2.428 0.043
N -3.233 -1.832 1.247
H -1.644 -0.318 2.962
H -0.717 -1.804 2.744
H 0.875 -0.463 2.171
H 0.814 1.769 1.469
H -0.119 1.493 2.941
H -3.798 1.486 -1.954
H -5.625 3.161 -1.905
H -5.789 4.802 -0.090
H -4.148 4.842 1.757
H -1.764 3.390 2.610
H -1.587 -3.031 -2.635
H -3.644 -4.146 -3.349
H -5.648 -4.177 -1.929
H -5.619 -3.132 0.320
H -3.796 -1.787 2.081
C 9.747 -0.034 -10.215
O 9.916 0.124 -8.810
C 8.835 0.038 -8.023
C 9.066 0.202 -6.652
C 8.023 0.131 -5.762
C 6.718 -0.106 -6.211
C 6.498 -0.267 -7.574
C 7.540 -0.199 -8.484
C 5.641 -0.172 -5.234
N 5.779 -0.001 -3.933
C 4.534 -0.157 -3.413
C 3.605 -0.426 -4.403
N 4.332 -0.428 -5.564
C 2.218 -0.603 -4.139
C 1.186 -0.760 -5.082
C -0.114 -0.821 -4.653
C -0.398 -0.803 -3.284
N 0.563 -0.737 -2.378
C 1.848 -0.564 -2.786
C 2.788 -0.242 -1.757
N 2.278 -0.090 -0.502
C 3.106 0.253 0.473
C 4.470 0.468 0.265
C 4.994 0.330 -0.995
C 4.138 -0.026 -2.047
H 10.737 0.072 -10.646
H 9.090 0.738 -10.618
H 9.351 -1.024 -10.451
H 10.078 0.383 -6.319
H 8.201 0.257 -4.703
H 5.504 -0.449 -7.967
H 7.337 -0.327 -9.536
H 3.995 -0.609 -6.494
H 1.409 -0.796 -6.140
H -0.932 -0.889 -5.356
H -1.411 -0.835 -2.916
H 2.690 0.371 1.463
H 5.089 0.746 1.106
H 6.044 0.495 -1.199

Here are the Mulliken charges for atoms 1 to 2, given in e: Pt 0.954; C -0.713

# 2
A 2-piece molecular cluster, C4H11NO2 overall in a non-equilibrium geometry, computed with ωB97M-V/def2-TZVPD.

Values from the calculation:
E_LUMO (spin up / spin down): -5.264 / -8.964 eV
Kohn-Sham gap (spin up / spin down): 9.127 / 5.428 eV
multiplicity: 2
total charge: +1
⟨S²⟩: 0.7563
relative energy (zero: lowest compared OMol25 entry of this formula, charge and spin): 177.63 kJ/mol
E_tot: -9901.1548 eV

Element x y z (Å)
C -2.677 -0.566 -0.105
C -1.271 -0.360 -0.558
C -0.569 0.654 0.451
C 0.428 1.423 -0.311
N 1.621 0.742 -0.663
O 0.245 2.721 -0.458
H -2.886 -0.066 0.926
H -3.385 -0.044 -0.858
H -3.074 -1.518 0.039
H -1.153 -0.040 -1.588
H -0.678 -1.292 -0.391
H -0.089 0.169 1.303
H -1.342 1.489 0.694
H 1.365 -0.034 -1.305
H 2.371 1.263 -0.923
H 2.096 -4.194 1.750
H 2.770 -2.873 1.513
O 1.905 -3.342 1.285

Here are the natural (NBO) charges for atoms 1 to 2, given in e: C -0.628; C -0.388

# 3
C8H17O3P2Ru as an isolated structure in a non-equilibrium geometry, computed with ωB97M-V/def2-TZVPD.

Values from the calculation:
E_LUMO (spin up / spin down): 0.874 / -1.035 eV
Kohn-Sham gap (spin up / spin down): 4.111 / 7.405 eV
multiplicity: 6
total charge: 0
⟨S²⟩: 8.7673
relative energy (zero: lowest compared OMol25 entry of this formula, charge and spin): 41.18 kJ/mol
E_tot: -35866.3217 eV

Element x y z (Å)
C -0.960 -0.522 -3.146
C -1.770 0.530 -2.562
C -0.882 1.557 -2.074
C 0.464 1.181 -2.390
C 0.430 -0.118 -3.032
Ru -0.483 -0.575 -1.088
P -0.616 -2.773 -1.026
H -1.324 -1.426 -3.628
H -2.854 0.544 -2.510
H -1.186 2.479 -1.589
H 1.288 -0.668 -3.420
H 1.360 1.769 -2.184
H 0.460 -3.598 -1.452
H -1.709 -3.346 -1.729
H -0.859 -3.290 0.265
C -0.580 2.449 1.716
O -0.032 1.292 1.040
P -0.547 -0.233 1.552
O -0.581 -0.047 3.181
C 0.701 0.151 3.851
O 0.828 -1.151 1.455
C 1.783 -0.806 0.444
H -1.438 2.855 1.144
H 0.257 3.165 1.769
H -0.904 2.176 2.735
H 1.480 0.622 3.223
H 0.463 0.805 4.698
H 1.077 -0.808 4.229
H 2.379 0.072 0.742
H 2.429 -1.699 0.368
H 1.327 -0.586 -0.582

Here are the Mulliken charges for atoms 1 to 2, given in e: C -1.073; C -0.222

# 4
C19H57HfN9O4P3 as an isolated structure in a non-equilibrium geometry, computed with ωB97M-V/def2-TZVPD.

Values from the calculation:
E_LUMO: -12.899 eV
Kohn-Sham gap: 1.484 eV
total charge: +3
relative energy (zero: lowest compared OMol25 entry of this formula, charge and spin): 252.14 kJ/mol
E_tot: -71376.1239 eV

Element x y z (Å)
Hf -1.508 -2.034 2.751
C -1.373 0.081 -0.136
O -1.488 -0.707 1.010
H -0.397 0.580 -0.203
H -1.502 -0.539 -1.024
H -2.077 0.917 -0.116
O 5.426 1.979 -4.111
P 4.332 1.067 -4.440
N 4.779 -0.507 -4.741
C 5.058 -1.341 -3.581
C 5.517 -0.761 -5.983
N 3.537 1.519 -5.888
C 3.374 2.946 -6.102
C 2.512 0.739 -6.533
N 3.119 1.014 -3.259
C 3.052 2.074 -2.242
C 1.873 0.296 -3.496
H 5.807 -0.884 -2.923
H 5.438 -2.301 -3.921
H 4.141 -1.445 -3.001
H 4.897 -0.571 -6.856
H 5.810 -1.810 -5.984
H 6.449 -0.191 -5.983
H 4.051 3.528 -5.477
H 3.643 3.205 -7.129
H 2.364 3.295 -5.865
H 2.525 0.956 -7.607
H 2.642 -0.342 -6.523
H 1.508 0.998 -6.180
H 2.302 1.803 -1.502
H 4.037 2.136 -1.785
H 2.730 3.013 -2.701
H 1.225 0.736 -4.261
H 1.226 0.289 -2.618
H 2.106 -0.732 -3.771
O -3.751 -1.331 2.415
P -5.173 -0.961 2.049
N -5.669 -1.514 0.567
C -6.019 -2.945 0.424
C -5.150 -0.887 -0.645
N -5.382 0.679 2.011
C -6.700 1.259 1.803
C -4.383 1.573 2.585
N -6.347 -1.579 3.075
C -7.742 -1.749 2.677
C -6.094 -1.630 4.512
H -5.557 -3.296 -0.502
H -7.092 -3.073 0.309
H -5.562 -3.589 1.173
H -5.965 -0.887 -1.370
H -4.239 -1.375 -0.996
H -4.924 0.168 -0.494
H -7.344 0.605 1.216
H -7.241 1.546 2.707
H -6.614 2.149 1.176
H -4.374 2.546 2.094
H -4.626 1.743 3.640
H -3.373 1.166 2.551
H -8.110 -2.739 2.956
H -8.373 -1.006 3.168
H -7.807 -1.690 1.597
H -5.031 -1.800 4.698
H -6.601 -2.506 4.917
H -6.408 -0.716 5.019
O 0.486 -0.980 2.939
P 1.866 -0.425 2.676
N 1.830 1.242 2.399
C 0.774 2.054 2.976
C 2.906 1.938 1.718
N 2.730 -1.035 1.429
C 2.386 -0.787 0.036
C 3.689 -2.121 1.631
N 2.785 -0.526 4.048
C 2.130 -0.414 5.348
C 4.083 0.138 4.130
H -0.116 2.010 2.335
H 1.017 3.117 2.978
H 0.496 1.789 3.996
H 2.540 2.444 0.816
H 3.714 1.269 1.432
H 3.320 2.710 2.370
H 1.654 -1.517 -0.315
H 1.927 0.204 -0.011
H 3.269 -0.694 -0.595
H 4.574 -2.124 0.994
H 4.123 -2.154 2.629
H 3.139 -3.053 1.474
H 2.753 -0.743 6.176
H 1.837 0.626 5.537
H 1.195 -0.973 5.399
H 4.689 -0.119 3.254
H 4.723 -0.266 4.911
H 3.996 1.225 4.139

Here are the Mulliken charges for atoms 1 to 2, given in e: Hf 1.253; C -0.498

# 5
A 3-piece molecular cluster, C4H12NO5 overall in a non-equilibrium geometry, computed with ωB97M-V/def2-TZVPD.

Values from the calculation:
E_LUMO (spin up / spin down): 0.492 / -2.930 eV
Kohn-Sham gap (spin up / spin down): 10.399 / 7.045 eV
multiplicity: 2
total charge: 0
⟨S²⟩: 0.7556
relative energy (zero: lowest compared OMol25 entry of this formula, charge and spin): 207.53 kJ/mol
E_tot: -16066.0756 eV

Element x y z (Å)
O 0.030 -0.786 2.479
C -0.392 0.245 1.933
N -0.256 0.607 0.594
C 0.407 -0.198 -0.316
C 1.220 0.748 -1.229
O 1.344 0.309 -2.483
C -0.649 -0.942 -1.301
O -1.113 -0.074 -2.274
H -1.000 0.903 2.538
H -0.736 1.381 0.140
H 1.000 -1.019 0.225
H 0.636 1.781 -1.177
H 2.335 0.888 -0.773
H -0.300 0.336 -2.679
H -1.642 -1.203 -0.808
H 0.026 -1.774 -1.664
H -3.087 -1.455 1.479
H -2.794 -0.240 0.481
O -3.363 -0.793 0.931
H 2.255 0.423 0.817
H 3.564 0.308 1.647
O 2.854 0.882 1.484

Here are the natural (NBO) charges for atoms 1 to 2, given in e: O -0.598; C 0.532

# 6
A 2-piece molecular cluster, C3H8NS2 overall in a non-equilibrium geometry, computed with ωB97M-V/def2-TZVPD.

Values from the calculation:
E_LUMO: -4.331 eV
Kohn-Sham gap: 8.606 eV
total charge: +1
relative energy (zero: lowest compared OMol25 entry of this formula, charge and spin): 276.06 kJ/mol
E_tot: -26391.4291 eV

Element x y z (Å)
C -0.389 1.399 1.437
C 0.108 -2.076 -1.339
C 0.291 0.370 -0.995
N 0.800 -0.818 -1.038
S -0.794 2.972 1.908
S -0.583 0.140 2.586
H -0.305 -2.502 -0.362
H -0.780 -1.916 -1.967
H 0.767 -2.716 -1.895
H 0.824 1.216 -0.682
H -0.684 0.595 -1.242
H -0.038 3.592 0.819
H 1.843 -0.898 -0.875
H -1.061 0.642 3.645

Here are the natural (NBO) charges for atoms 1 to 2, given in e: C -0.568; C -0.440

# 7
C29H19BrCl2IrN5O2S as an isolated structure, computed with ωB97M-V/def2-TZVPD.

Values from the calculation:
E_LUMO: -0.512 eV
Kohn-Sham gap: 6.709 eV
total charge: 0
relative energy (zero: lowest compared OMol25 entry of this formula, charge and spin): 0.00 kJ/mol
E_tot: -150692.1393 eV

Element x y z (Å)
Ir -0.294 -0.183 0.207
Cl -2.462 6.201 1.243
C -2.127 4.674 0.500
C -1.291 3.780 1.157
C -1.041 2.534 0.609
N -0.256 1.526 1.205
C 0.547 1.628 2.272
O 0.776 2.619 2.954
C 1.205 0.291 2.581
C 2.187 0.204 3.545
C 2.701 -1.040 3.883
C 2.160 -2.164 3.283
C 1.213 -1.994 2.288
N 0.780 -0.797 1.903
C -1.620 2.189 -0.644
C -2.427 3.104 -1.300
C -2.691 4.338 -0.719
Cl -3.752 5.432 -1.543
N -1.321 0.889 -1.109
C -1.607 0.360 -2.304
O -2.156 0.901 -3.257
C -1.117 -1.079 -2.390
C -1.333 -1.807 -3.540
C -0.901 -3.122 -3.608
C -0.287 -3.674 -2.496
C -0.099 -2.881 -1.377
N -0.481 -1.607 -1.323
H -0.850 4.044 2.106
H 2.524 1.122 4.007
H 3.493 -1.136 4.614
H 2.479 -3.160 3.557
H 0.782 -2.845 1.777
H -2.857 2.844 -2.254
H -1.853 -1.318 -4.352
H -1.040 -3.711 -4.504
H 0.038 -4.705 -2.488
H 0.380 -3.275 -0.492
S -2.426 -0.927 0.972
C -2.119 -2.086 2.277
C -1.560 -1.690 3.493
C -1.362 -2.611 4.510
C -1.733 -3.939 4.335
C -2.308 -4.337 3.137
C -2.498 -3.418 2.112
H -1.294 -0.650 3.636
H -0.921 -2.289 5.446
H -1.590 -4.654 5.135
H -2.620 -5.365 3.000
H -2.935 -3.722 1.168
Br 3.145 -1.844 -0.346
C 2.651 -0.384 -1.441
C 3.312 -0.232 -2.648
C 2.997 0.869 -3.425
C 2.066 1.779 -2.952
C 1.469 1.539 -1.731
N 1.733 0.454 -0.982
H 4.062 -0.948 -2.949
H 3.485 1.018 -4.379
H 1.812 2.670 -3.507
H 0.756 2.236 -1.314

Here are the natural (NBO) charges for atoms 1 to 2, given in e: Ir 0.929; Cl 0.018

# 8
C10H12BrF3NV as an isolated structure in a non-equilibrium geometry, computed with ωB97M-V/def2-TZVPD.

Values from the calculation:
E_LUMO (spin up / spin down): 3.087 / 3.078 eV
Kohn-Sham gap (spin up / spin down): 5.584 / 4.961 eV
multiplicity: 2
total charge: -1
⟨S²⟩: 0.9691
E_tot: -115937.6410 eV

Element x y z (Å)
V 1.772 -0.300 -0.312
C -0.584 -0.402 2.029
N 0.078 -1.208 1.017
C 0.479 -2.486 1.578
C -0.826 -1.403 -0.124
C -0.962 -0.111 -0.893
C -2.191 0.408 -1.256
C -2.256 1.614 -1.940
C -1.076 2.271 -2.262
C 0.146 1.737 -1.902
C 0.246 0.540 -1.195
H -1.455 -0.930 2.464
H -0.925 0.528 1.573
H 0.117 -0.163 2.831
H -0.385 -3.096 1.897
H 1.112 -2.323 2.452
H 1.044 -3.056 0.836
H -1.805 -1.778 0.231
H -0.389 -2.167 -0.785
H -3.100 -0.128 -0.999
H -3.212 2.057 -2.195
H -1.114 3.216 -2.791
H 1.052 2.278 -2.159
Br 3.450 -1.118 -1.832
F 1.777 2.353 0.818
C 2.510 1.202 0.665
F 2.752 0.806 1.994
F 3.742 1.659 0.260

Here are the natural (NBO) charges for atoms 1 to 2, given in e: V 0.844; C -0.420